Record 1
Here is C16H39AgF3N3O5 as an isolated structure at a distorted geometry from the Open Molecules 2025 dataset. Energies are from ωB97M-V with the def2-TZVPD basis set.

CARTESIAN COORDINATES (ANGSTROEM)
Ag1 0.2238 0.6268 0.2787
C1 2.1709 -0.0950 2.4478
O1 1.8594 1.3005 2.3697
O2 1.1999 -0.8360 1.8736
C2 3.5959 -0.2146 1.9037
F1 4.1458 -1.4339 1.9184
F2 3.6783 0.2823 0.6497
F3 4.4133 0.5574 2.6887
C3 1.2155 1.8093 3.5079
C4 0.9565 3.2856 3.2621
H1 1.8474 3.7079 2.7944
H2 0.1367 3.4646 2.5613
H3 0.7122 3.8659 4.1528
H4 1.7587 1.6596 4.4452
H5 0.2332 1.3348 3.6429
H6 2.2128 -0.3483 3.5167
C5 -4.0233 -0.2081 0.9790
C6 -3.0399 -0.6942 2.0539
C7 -3.0298 -2.2066 2.0715
O3 -4.2563 -2.6120 2.6611
C8 -4.4174 -3.9769 2.9721
N1 -1.6963 -0.1659 1.7137
H7 -3.6507 -0.5109 -0.0013
H8 -4.0477 0.8854 0.9513
H9 -5.0368 -0.5645 1.1511
H10 -3.3374 -0.2919 3.0212
H11 -2.1924 -2.6024 2.6623
H12 -2.9535 -2.6846 1.0871
H13 -3.4702 -4.4992 3.1200
H14 -5.1156 -4.4142 2.2562
H15 -4.9182 -4.0280 3.9455
H16 -0.9095 -0.7371 2.0473
H17 -1.6126 0.6727 2.2821
C9 -1.1621 2.8200 -3.2288
C10 -0.3779 2.1729 -2.0769
C11 0.8823 2.9602 -1.7336
O4 1.4244 2.5263 -0.4796
C12 2.5596 3.3245 -0.2113
N2 -1.2458 2.0601 -0.8594
H18 -1.7239 3.7151 -2.9631
H19 -1.7906 2.0237 -3.6284
H20 -0.5043 3.1441 -4.0435
H21 -0.1616 1.1518 -2.3789
H22 0.5240 3.9984 -1.6656
H23 1.6890 2.8627 -2.4643
H24 2.3699 4.3948 -0.3055
H25 3.3940 3.0905 -0.8933
H26 3.0085 3.0511 0.7422
H27 -1.6359 2.9742 -0.6545
H28 -1.9802 1.4402 -1.1887
C13 2.4900 -0.3212 -2.6069
C14 1.2039 -1.1283 -2.7604
C15 1.5265 -2.5185 -3.3097
O5 0.3223 -3.2669 -3.2666
C16 0.4462 -4.6154 -3.7046
N3 0.5497 -1.2000 -1.4597
H29 3.2166 -0.8760 -2.0069
H30 2.3446 0.6053 -2.0553
H31 2.9048 -0.1347 -3.5998
H32 0.5605 -0.6523 -3.5077
H33 2.2259 -3.0419 -2.6374
H34 1.9720 -2.5043 -4.3112
H35 0.7707 -4.6538 -4.7460
H36 -0.5792 -4.9777 -3.6794
H37 1.0948 -5.1562 -3.0166
H38 -0.1615 -1.9363 -1.4845
H39 1.1900 -1.6608 -0.8016

## Properties
Frontier orbital gap: 7.938 eV
LUMO level: 0.019 Eh
Total energy: -44082.1621 eV
Net charge: 0
ΔE to the lowest compared entry with this formula, charge and spin: 7.3 kcal/mol
HOMO: -7.411 eV
Strongest force on any atom: 2.5 eV/Å



Record 2
Here is C16H39Cl9F3KO19P4S as an isolated structure from the Open Molecules 2025 dataset. Energies are from ωB97M-V with the def2-TZVPD basis set.

CARTESIAN COORDINATES (ANGSTROEM)
K1 0.6818 -1.7398 -1.0616
C1 -2.1813 2.0002 0.8755
F1 -1.7163 2.9727 0.0917
F2 -2.9527 2.5698 1.7962
F3 -2.9596 1.1895 0.1475
S1 -0.7445 1.1086 1.5978
O1 -0.4025 0.1995 0.5312
O2 0.2037 2.1829 1.8129
O3 -1.2207 0.4985 2.8177
C2 -2.8677 -2.2124 0.4655
O4 -2.7366 -3.2887 1.4049
P1 -1.3260 -3.9601 1.6517
O5 -0.2318 -3.3329 0.9215
O6 -1.4983 -5.4723 1.2874
C3 -2.3915 -6.3338 1.9920
O7 -1.2135 -4.0305 3.2121
C4 -1.0148 -2.8357 3.9754
H1 -3.8844 -1.8341 0.5328
H2 -2.6929 -2.5505 -0.5588
H3 -2.1785 -1.3983 0.6894
H4 -2.9469 -5.7988 2.7613
H5 -1.8204 -7.1365 2.4531
H6 -3.1099 -6.7651 1.2967
H7 -1.8284 -2.7472 4.6942
H8 -1.0054 -1.9304 3.3648
H9 -0.0657 -2.9163 4.5016
C5 -2.9406 1.9849 -5.1520
O8 -2.1435 1.4281 -4.1092
P2 -2.0941 -0.1339 -3.8800
O9 -1.0942 -0.5219 -2.8927
O10 -1.8932 -0.8033 -5.2917
C6 -0.6715 -0.5493 -5.9840
O11 -3.5773 -0.5638 -3.5927
C7 -4.3255 0.0545 -2.5393
H10 -3.6784 2.6680 -4.7379
H11 -3.4683 1.2155 -5.7199
H12 -2.2782 2.5112 -5.8379
H13 -0.2098 0.3990 -5.6922
H14 -0.8738 -0.5375 -7.0513
H15 0.0613 -1.3227 -5.7469
H16 -3.7702 0.8712 -2.0740
H17 -4.5214 -0.6925 -1.7746
H18 -5.2561 0.4629 -2.9251
C8 4.4985 -2.7296 1.4715
O12 4.8455 -1.3344 1.3769
P3 3.6310 -0.3329 1.3950
O13 2.7146 -0.4062 0.2510
O14 4.3892 1.0179 1.5307
C9 3.6235 2.2269 1.7413
O15 2.9406 -0.5369 2.7734
C10 1.7791 -1.3399 2.9720
H19 4.4505 -3.0138 2.5244
H20 5.2894 -3.2846 0.9817
H21 3.5181 -2.9182 1.0308
H22 3.9274 2.9145 0.9521
H23 3.9346 2.7098 2.6671
H24 2.5453 2.0814 1.7675
H25 1.0428 -0.7410 3.4969
H26 2.0209 -2.2283 3.5567
H27 1.3499 -1.6637 2.0206
C11 4.4892 0.7060 -2.2842
O16 3.6578 1.4481 -3.2045
P4 2.2470 0.9175 -3.6751
O17 2.0215 -0.4981 -3.3569
O18 1.2142 1.9632 -3.1847
C12 0.8339 1.9212 -1.7895
O19 2.2258 1.2712 -5.2049
C13 3.0348 0.5245 -6.1019
H28 5.4384 0.5050 -2.7791
H29 3.9872 -0.2000 -1.9671
H30 4.7040 1.3501 -1.4330
H31 1.5394 1.3398 -1.1905
H32 -0.1670 1.5167 -1.6959
H33 0.8493 2.9365 -1.3940
H34 3.8870 1.1215 -6.4256
H35 2.4452 0.2588 -6.9797
H36 3.3997 -0.4069 -5.6632
C14 -0.1253 5.3928 1.4754
Cl1 1.2634 5.3127 0.3960
Cl2 -1.5399 6.0397 0.6608
Cl3 0.2482 6.3401 2.9212
H37 -0.3298 4.3769 1.7927
C15 0.6400 2.0809 5.0523
Cl4 0.1061 3.6124 5.7056
Cl5 -0.0906 0.7342 5.9570
Cl6 2.4043 1.9394 5.1313
H38 0.3265 1.9854 4.0191
C16 -3.5703 0.4243 4.8693
Cl7 -3.7371 2.1507 4.7790
Cl8 -4.5467 -0.3796 3.6333
Cl9 -3.9801 -0.1810 6.4844
H39 -2.5377 0.1661 4.6897

## Properties
Frontier orbital gap: 10.238 eV
LUMO level: 0.003 Eh
Total energy: -241310.7573 eV
Net charge: 0
ΔE to the lowest compared entry with this formula, charge and spin: 0.0 kcal/mol
HOMO: -10.148 eV
Strongest force on any atom: 0.9 eV/Å



Record 3
Here is a 3-piece molecular cluster, C16H39ClN7O4Si overall at a distorted geometry from the Open Molecules 2025 dataset. Energies are from ωB97M-V with the def2-TZVPD basis set.

CARTESIAN COORDINATES (ANGSTROEM)
C1 -6.0533 -2.4907 -4.3595
Si1 -5.2680 -1.2440 -3.1099
C2 -4.9304 0.5124 -3.9058
C3 -6.6274 -0.9130 -1.7311
C4 -3.7258 -1.9450 -2.1571
N1 -3.5491 -3.4183 -1.7409
Cl1 -4.6635 -4.7492 -2.0319
N2 -2.3301 -3.6096 -1.0635
C5 -1.7078 -2.2195 -1.0180
C6 -0.2499 -1.9930 -0.3083
C7 -0.2768 -1.8015 1.3162
C8 -1.7637 -1.7877 2.0021
N3 -2.4453 -0.4159 1.9753
N4 -2.5150 -1.1232 -1.7056
O1 -2.2287 0.1813 -1.8595
N5 -1.7101 0.4422 -3.0783
O2 -1.0509 1.4981 -3.0550
H1 -6.7626 -3.2004 -3.7221
H2 -6.7518 -1.8833 -5.0986
H3 -5.2304 -3.1275 -4.8963
H4 -5.9740 0.8932 -4.3306
H5 -4.5250 1.2352 -3.0583
H6 -4.1827 0.4710 -4.8103
H7 -7.0812 -1.9627 -1.3884
H8 -6.0356 -0.4833 -0.7957
H9 -7.4717 -0.1892 -2.1194
H10 0.4422 -2.9234 -0.5860
H11 0.2189 -1.0173 -0.8056
H12 0.3108 -2.7198 1.8007
H13 0.2860 -0.7943 1.6226
H14 -2.4833 -2.6615 1.6228
H15 -1.6019 -2.0243 3.1611
H16 -2.7730 -0.1695 1.0107
H17 -3.2957 -0.5289 2.6004
C9 3.7809 -0.0718 0.3508
C10 3.9094 -1.5902 0.4428
C11 5.2099 -2.1435 -0.1877
O3 5.2091 -2.1712 -1.6180
C12 5.4842 -0.9197 -2.2291
N6 2.7174 -2.2066 -0.1553
H18 3.4788 0.2683 -0.6431
H19 3.0177 0.2879 1.0510
H20 4.7251 0.4202 0.6081
H21 3.9296 -1.8470 1.5090
H22 5.3181 -3.1878 0.1275
H23 6.0949 -1.6140 0.1871
H24 6.2043 -0.3292 -1.6567
H25 4.5564 -0.3634 -2.3707
H26 5.9040 -1.1108 -3.2222
H27 2.7574 -3.2153 0.0005
H28 2.8055 -2.1173 -1.1719
C13 1.6516 5.2214 4.0908
C14 1.7801 3.7030 4.1828
C15 3.0806 3.1497 3.5523
O4 3.0798 3.1221 2.1220
C16 3.3549 4.3735 1.5108
N7 0.5881 3.0867 3.5846
H29 1.3495 5.5615 3.0968
H30 0.8884 5.5811 4.7910
H31 2.5957 5.7134 4.3480
H32 1.8003 3.4462 5.2490
H33 3.1888 2.1055 3.8675
H34 3.9656 3.6793 3.9270
H35 4.0750 4.9641 2.0833
H36 2.4270 4.9299 1.3693
H37 3.7746 4.1825 0.5178
H38 0.6280 2.0780 3.7405
H39 0.6762 3.1760 2.5681

## Properties
Frontier orbital gap: 6.028 eV
LUMO level: -0.175 Eh
Total energy: -56225.8054 eV
Net charge: +1
ΔE to the lowest compared entry with this formula, charge and spin: 180.6 kcal/mol
HOMO: -10.791 eV
Strongest force on any atom: 10.0 eV/Å



Record 4
Here is C16H39CrO16S4 as an isolated structure at a distorted geometry from the Open Molecules 2025 dataset. Energies are from ωB97M-V with the def2-TZVPD basis set.

CARTESIAN COORDINATES (ANGSTROEM)
Cr1 -39.1361 -6.9749 2.8768
C1 -39.7352 -11.1251 2.4976
C2 -40.1472 -9.8700 3.2625
C3 -40.9219 -10.0964 4.5646
O1 -39.0968 -9.0012 3.5826
H1 -39.0979 -11.8031 3.0702
H2 -39.2374 -10.8521 1.5683
H3 -40.6672 -11.6500 2.2526
H4 -40.7844 -9.3380 2.5310
H5 -41.7495 -10.8168 4.4810
H6 -41.2340 -9.1336 4.9525
H7 -40.2907 -10.4938 5.3670
C4 -36.4668 -7.1230 2.5244
O2 -35.6582 -8.0954 2.4727
O3 -37.3345 -6.8092 1.6125
O4 -37.0147 -6.9969 3.7363
O5 -39.8496 -7.8061 0.6454
S1 -39.4810 -8.2163 -0.6607
O6 -39.6761 -9.5457 -1.1626
O7 -40.4411 -7.3376 -1.6443
C5 -40.6869 -7.6720 -3.0123
C6 -39.5195 -8.0645 -3.8882
C7 -37.9087 -7.5020 -1.1219
H8 -41.2147 -6.8113 -3.4236
H9 -41.3795 -8.5177 -3.0182
H10 -38.7880 -7.2637 -4.0204
H11 -39.8299 -8.0971 -4.9405
H12 -39.1493 -9.0524 -3.6318
H13 -37.9859 -6.4559 -0.8313
H14 -37.6134 -7.5107 -2.1659
H15 -37.0986 -7.8416 -0.4724
O8 -39.4780 -4.8064 1.4306
S2 -39.9957 -4.0944 0.3122
O9 -40.1915 -2.6701 0.2931
O10 -39.2098 -4.5006 -1.0091
C8 -39.3138 -3.5786 -2.1116
C9 -38.7842 -4.2012 -3.3810
C10 -41.5969 -4.8256 -0.0020
H16 -38.6292 -2.7623 -1.8763
H17 -40.3352 -3.2125 -2.1989
H18 -39.4614 -4.9790 -3.7469
H19 -37.8671 -4.7531 -3.1659
H20 -38.6253 -3.4902 -4.1875
H21 -41.8513 -4.6648 -1.0518
H22 -42.4356 -4.3022 0.4632
H23 -41.6382 -5.8589 0.3268
O11 -40.1120 -3.7393 6.0241
S3 -39.0755 -4.1562 5.1228
O12 -39.3002 -5.2789 4.2752
O13 -38.7958 -2.8808 4.2149
C11 -37.7453 -2.9626 3.2435
C12 -36.7471 -1.8295 3.3279
C13 -37.5053 -4.2939 6.0298
H24 -38.1630 -2.9543 2.2390
H25 -37.2270 -3.9258 3.2793
H26 -37.1012 -0.8084 3.1951
H27 -35.9925 -2.0252 2.5615
H28 -36.1545 -1.8387 4.2485
H29 -37.6299 -4.9318 6.8939
H30 -37.2898 -3.2370 6.1856
H31 -36.7687 -4.6198 5.2946
O14 -41.2560 -6.7855 2.9069
S4 -42.6381 -6.5975 3.2170
O15 -43.6494 -6.5707 2.2079
O16 -42.9029 -7.7726 4.2536
C14 -44.2562 -8.0468 4.6628
C15 -44.3555 -8.1819 6.1546
C16 -42.7942 -5.1932 4.3751
H32 -44.5993 -8.8727 4.0405
H33 -44.8956 -7.2075 4.3675
H34 -43.5770 -8.7490 6.6738
H35 -45.2981 -8.6573 6.4237
H36 -44.1884 -7.2311 6.6683
H37 -42.3845 -5.4942 5.3324
H38 -43.8418 -4.9068 4.3392
H39 -42.1710 -4.3983 3.9673

## Properties
Frontier orbital gap (spin up / spin down): 4.301 / 4.644 eV
LUMO level (spin up / spin down): 0.071 / 0.071 Eh
Total energy: -121744.4325 eV
Net charge: -1
ΔE to the lowest compared entry with this formula, charge and spin: 0.0 kcal/mol
HOMO (spin up / spin down): -2.376 / -2.720 eV
Strongest force on any atom: 7.2 eV/Å
Spin multiplicity: 5



Record 5
Here is a 7-piece molecular cluster, C16H40BCl3F4N3 overall at a distorted geometry from the Open Molecules 2025 dataset. Energies are from ωB97M-V with the def2-TZVPD basis set.

CARTESIAN COORDINATES (ANGSTROEM)
N1 2.6972 2.4516 1.2018
H1 1.9022 2.5428 1.8180
H2 3.5105 2.0179 1.6148
H3 2.9901 3.3458 0.8348
H4 2.3579 1.8161 0.4939
C1 1.8818 -0.4743 3.7928
C2 1.2099 -1.2763 2.7707
C3 0.7884 -2.7758 3.2416
N2 0.0193 -3.5637 2.1104
C4 0.7077 -3.6076 0.6683
C5 -1.4043 -3.0570 1.9639
C6 -2.3334 -4.2586 2.1594
C7 -1.3866 -5.4535 1.9065
C8 -0.1438 -5.0565 2.5415
H5 2.0937 0.5176 3.3937
H6 2.7933 -0.9425 4.1644
H7 1.1971 -0.3595 4.6331
H8 1.7380 -1.2943 1.8173
H9 0.2843 -0.7616 2.5130
H10 0.1690 -2.7745 4.1385
H11 1.7042 -3.3531 3.3690
H12 1.7642 -3.8707 0.7192
H13 0.6267 -2.5958 0.2710
H14 0.1381 -4.2153 -0.0348
H15 -1.5002 -2.6531 0.9561
H16 -1.5337 -2.3107 2.7478
H17 -3.1930 -4.2294 1.4897
H18 -2.6861 -4.3791 3.1837
H19 -1.2239 -5.4785 0.8290
H20 -1.8187 -6.4080 2.2068
H21 0.7220 -5.5744 2.1288
H22 -0.2763 -5.1025 3.6224
C9 -0.4134 0.7684 -5.9276
C10 -1.2984 1.4326 -4.9262
C11 -1.3808 0.6884 -3.5711
N3 -1.8488 1.5299 -2.3794
C12 -3.2759 2.1416 -2.6960
C13 -1.8791 0.7407 -0.9916
C14 -1.6836 1.8587 0.0619
C15 -0.7257 2.8552 -0.5334
C16 -0.8017 2.6446 -2.0153
H23 -0.6558 -0.2932 -5.9755
H24 0.5896 0.7807 -5.5011
H25 -0.3126 1.1384 -6.9479
H26 -2.2851 1.4447 -5.3893
H27 -0.9605 2.4636 -4.8218
H28 -0.4291 0.2627 -3.2531
H29 -1.8934 -0.2566 -3.7509
H30 -3.5203 2.5274 -1.7063
H31 -3.9502 1.3543 -3.0329
H32 -3.2070 3.0208 -3.3367
H33 -2.7881 0.1411 -0.9437
H34 -1.0654 0.0172 -1.0414
H35 -2.5724 2.3100 0.5029
H36 -1.3114 1.3207 0.9338
H37 -0.9850 3.8546 -0.1838
H38 0.2762 2.7528 -0.1164
H39 -1.0231 3.5048 -2.6470
H40 0.2290 2.4454 -2.3088
Cl1 2.0023 0.2392 -0.8822
Cl2 0.5096 3.2296 3.3188
Cl3 5.0667 1.1594 2.8661
B1 3.5297 5.0238 -0.4085
F1 4.0000 5.3252 0.8410
F2 4.0906 5.9094 -1.2984
F3 4.0773 3.7285 -0.8057
F4 2.1005 5.0695 -0.3996

## Properties
Frontier orbital gap (spin up / spin down): 6.451 / 3.316 eV
LUMO level (spin up / spin down): -0.028 / -0.143 Eh
Total energy: -70827.0948 eV
Net charge: 0
HOMO (spin up / spin down): -7.203 / -7.193 eV
Strongest force on any atom: 3.3 eV/Å
Spin multiplicity: 2



Record 6
Here is a 4-piece molecular cluster, C16H40BrN3 overall at a distorted geometry from the Open Molecules 2025 dataset. Energies are from ωB97M-V with the def2-TZVPD basis set.

CARTESIAN COORDINATES (ANGSTROEM)
N1 3.6651 -2.8291 -2.7996
H1 4.1270 -3.2649 -2.0142
H2 2.9620 -3.4006 -3.2458
H3 4.3811 -2.5026 -3.4328
H4 3.1290 -2.0350 -2.4801
Br1 1.6182 -0.7061 -1.7471
C1 -2.3218 0.8007 1.1058
C2 -1.3522 1.4615 0.1847
C3 -1.9734 2.7074 -0.5673
N2 -1.2118 3.2836 -1.7433
C4 0.2243 3.7335 -1.3555
C5 -2.0435 4.4069 -2.4345
C6 -2.0122 4.0251 -3.8350
C7 -0.8574 2.9653 -4.0213
C8 -0.9689 2.1444 -2.8542
H5 -1.8072 0.2814 1.9142
H6 -3.0295 0.1728 0.5645
H7 -2.9772 1.6197 1.4021
H8 -0.8613 0.7498 -0.4790
H9 -0.5439 1.7527 0.8555
H10 -2.0721 3.6517 -0.0318
H11 -2.9680 2.4000 -0.8903
H12 0.8662 2.8576 -1.4502
H13 0.2130 4.1577 -0.3515
H14 0.4183 4.4288 -2.1722
H15 -1.5933 5.3864 -2.2736
H16 -3.0535 4.5279 -2.0427
H17 -2.0350 4.8137 -4.5871
H18 -2.9666 3.5270 -4.0055
H19 0.1775 3.2997 -3.9479
H20 -0.8820 2.3760 -4.9380
H21 -0.1067 1.4864 -2.7460
H22 -1.9461 1.6617 -2.8737
C9 2.2906 0.8811 2.5652
C10 1.6860 -0.4473 3.1074
C11 1.2535 -1.2237 1.9568
N3 0.7129 -2.6751 2.0983
C12 1.8899 -3.5564 2.5179
C13 -0.4164 -2.8640 3.0960
C14 -1.2946 -4.0303 2.5783
C15 -1.2672 -3.8151 1.0742
C16 0.1110 -3.3278 0.8084
H23 1.8993 1.0765 1.5668
H24 3.3641 0.9065 2.3780
H25 2.1918 1.8074 3.1313
H26 0.7984 -0.2539 3.7098
H27 2.4448 -1.0650 3.5878
H28 2.0418 -1.2383 1.2042
H29 0.5119 -0.5866 1.4751
H30 2.2851 -3.0912 3.4210
H31 2.7389 -3.5242 1.8351
H32 1.5550 -4.5889 2.6180
H33 -0.1015 -2.9006 4.1389
H34 -0.9326 -1.9334 2.8602
H35 -0.9510 -5.0567 2.7068
H36 -2.2933 -3.9871 3.0129
H37 -1.7055 -4.7205 0.6544
H38 -1.9006 -2.9876 0.7546
H39 0.7413 -4.1371 0.4396
H40 0.1484 -2.6018 -0.0037

## Properties
Frontier orbital gap: 9.015 eV
LUMO level: -0.180 Eh
Total energy: -91738.3342 eV
Net charge: +2
ΔE to the lowest compared entry with this formula, charge and spin: 14.3 kcal/mol
HOMO: -13.903 eV
Strongest force on any atom: 3.3 eV/Å